No. 1
Formula: C17H17N3O2S
Source: OMol25
Level of theory: wB97M-V/def2-TZVPD

```
! wB97M-V def2-TZVPD RIJCOSX def2/J DEFGRID3
* xyz 0 1
C -0.0989 1.0656 -2.7346
C 0.3420 1.1840 -1.3204
C -0.1810 1.9287 -0.3049
C 0.6061 1.6901 0.8590
C 0.4286 2.2138 2.1982
O 1.2949 2.2158 3.0499
C -0.9662 2.7259 2.5341
S -1.9451 1.3360 3.2358
C -1.8112 0.2208 1.8547
N -0.9932 -0.7533 1.9136
C -0.8615 -1.5497 0.8047
C 0.0440 -2.6143 0.8448
C 0.2179 -3.4098 -0.2651
C -0.5034 -3.1680 -1.4345
C -1.4016 -2.1254 -1.4891
C -1.5887 -1.3057 -0.3753
C -2.5380 -0.1957 -0.4175
O -3.2230 0.1354 -1.3587
N -2.6043 0.5023 0.7870
C 1.5989 0.7882 0.4822
C 2.6546 0.1629 1.3141
N 1.4220 0.4913 -0.8272
C 2.2194 -0.4249 -1.5935
H 0.6019 1.5596 -3.4097
H -1.0736 1.5312 -2.8483
H -0.1819 0.0200 -3.0283
H -1.0099 2.6018 -0.4021
H -1.4971 3.1443 1.6826
H -0.9157 3.4465 3.3488
H 0.5872 -2.7874 1.7600
H 0.9178 -4.2321 -0.2322
H -0.3579 -3.8037 -2.2951
H -1.9806 -1.9213 -2.3774
H -3.2562 1.2773 0.8356
H 3.6440 0.5092 1.0120
H 2.4993 0.4489 2.3502
H 2.6233 -0.9230 1.2291
H 3.2017 -0.5276 -1.1373
H 1.7447 -1.4093 -1.6368
H 2.3407 -0.0485 -2.6087
*
```

- Structure (SMILES): Cc1cc(C(=O)CSc2nc3ccccc3c(=O)[nH]2)c(C)n1C
- F_max: 0.01561 hartree/bohr
- Relative energy (zero: lowest compared OMol25 entry of this formula, charge and spin): 52.84 kJ/mol
- HOMO energy: -0.295 Ha
- LUMO level: 0.29 eV
- Orbital gap: 8.32 eV

---

No. 2
Formula: C17H17N3O4
Source: OMol25
Level of theory: wB97M-V/def2-TZVPD

```
! wB97M-V def2-TZVPD RIJCOSX def2/J DEFGRID3
* xyz 0 1
O -0.2521 -0.4005 -1.5121
C -0.7735 -0.1083 -0.4590
N -0.2214 0.6638 0.5080
C 0.9794 1.3943 0.3312
C 0.9476 2.7483 0.6321
C 2.0488 3.5523 0.4100
C 3.1914 2.9899 -0.1337
C 3.2467 1.6367 -0.3978
C 2.1599 0.7907 -0.1437
N 2.2147 -0.5702 -0.3772
C 3.1987 -1.1535 -1.2590
C 4.4074 -1.6848 -0.4766
O 3.9955 -2.6032 0.5148
C 3.0662 -2.0140 1.3946
C 1.8213 -1.5130 0.6453
C -2.1033 -0.7366 -0.0960
C -2.1172 -2.1289 -0.0534
C -3.2911 -2.8346 0.1340
C -4.4994 -2.1617 0.2398
C -4.5179 -0.7842 0.1667
C -3.3281 -0.0752 0.0188
N -3.4472 1.3609 -0.0115
O -2.5743 2.0153 0.5263
O -4.4323 1.8273 -0.5344
H -0.8586 1.0710 1.1825
H 0.0271 3.1717 1.0079
H 2.0077 4.6056 0.6384
H 4.0552 3.6057 -0.3357
H 4.1623 1.2234 -0.7911
H 3.5022 -0.4298 -2.0134
H 2.7147 -1.9968 -1.7656
H 5.0882 -2.2313 -1.1313
H 4.9493 -0.8521 -0.0016
H 2.7995 -2.7876 2.1170
H 3.5340 -1.1675 1.9236
H 1.1351 -1.0537 1.3548
H 1.3299 -2.3658 0.1624
H -1.1829 -2.6529 -0.1821
H -3.2666 -3.9125 0.1803
H -5.4208 -2.7074 0.3688
H -5.4438 -0.2323 0.2295
*
```

- Structure (SMILES): O=C(Nc1ccccc1N1CCOCC1)c1ccccc1[N+](=O)[O-]
- F_max: 0.02643 hartree/bohr
- Relative energy (zero: lowest compared OMol25 entry of this formula, charge and spin): 233.84 kJ/mol
- HOMO energy: -0.278 Ha
- LUMO level: -0.65 eV
- Orbital gap: 6.91 eV

---

No. 3
Formula: C17H17N3OS
Source: OMol25
Level of theory: wB97M-V/def2-TZVPD

```
! wB97M-V def2-TZVPD RIJCOSX def2/J DEFGRID3
* xyz 0 1
O -2.7692 -2.4451 -1.3432
C -2.5518 -2.2669 -0.1638
C -1.5975 -3.1250 0.6517
C -0.2568 -2.3997 0.8065
C 0.4522 -2.2430 -0.5471
C 1.6120 -1.3296 -0.4144
N 1.5685 -0.0635 -0.5636
C 2.7733 0.5351 -0.3280
C 3.0460 1.8969 -0.4123
C 4.3240 2.3388 -0.1441
C 5.3356 1.4477 0.2073
C 5.0892 0.0920 0.3004
C 3.8081 -0.3576 0.0323
S 3.1909 -1.9810 0.0604
N -3.1206 -1.2657 0.5463
C -3.8783 -0.2013 -0.0792
C -3.0837 1.0773 -0.1035
C -1.8323 1.1188 -0.7099
C -1.1081 2.2967 -0.6853
C -1.6659 3.3968 -0.0505
N -2.8550 3.3721 0.5263
C -3.5404 2.2432 0.5004
H -1.4482 -4.0690 0.1273
H -2.0251 -3.3289 1.6347
H -0.4190 -1.4075 1.2365
H 0.3873 -2.9605 1.4876
H -0.2435 -1.8287 -1.2782
H 0.7853 -3.2202 -0.9000
H 2.2590 2.5824 -0.6824
H 4.5472 3.3932 -0.2074
H 6.3277 1.8214 0.4105
H 5.8690 -0.6020 0.5728
H -2.8505 -1.1270 1.5073
H -4.8224 -0.0566 0.4547
H -4.0886 -0.5385 -1.0990
H -1.4319 0.2411 -1.1943
H -0.1353 2.3472 -1.1464
H -1.1430 4.3428 0.0025
H -4.5080 2.2738 0.9868
*
```

- Structure (SMILES): O=C(CCCc1nc2ccccc2s1)NCc1cccnc1
- F_max: 0.02058 hartree/bohr
- Relative energy (zero: lowest compared OMol25 entry of this formula, charge and spin): 0.00 kJ/mol
- HOMO energy: -0.330 Ha
- LUMO level: 0.61 eV
- Orbital gap: 9.59 eV

---

Q: The lowest HOMO energy belongs to which entry?
A: C17H17N3OS

---

Q: Among the records above, which one has the lowest LUMO level?
A: C17H17N3O4